The following is a DFT calculation (ωB97M-V with the def2-TZVPD basis set) of a structure of composition C46H43BrClN13O6S2Sn at a distorted geometry.

```
! RIJCOSX wB97M-V def2-TZVPD def2/J DEFGRID3
* xyz 0 1
Sn -0.8159 -1.0576 0.6522
Br 2.8779 2.2087 -6.1012
Cl -4.5325 4.3674 2.8762
S 1.0669 -3.3348 2.7351
S 1.2544 1.1477 -0.0825
O 3.8404 -2.8127 -1.0474
O -1.3521 -0.0121 4.9377
O -3.3672 3.5788 5.7743
O -2.7509 -0.4370 -0.2939
O -3.8010 1.4161 5.9241
O -0.3455 -0.1477 2.9317
N 2.7452 -1.3205 2.8324
N 1.2198 3.6828 0.6967
N 0.8693 2.0661 2.3503
N -1.4695 -5.7977 -0.3344
N 2.5911 -2.4625 0.7779
N -3.7689 -4.5781 1.2450
N -0.6778 -1.0625 -1.9599
N -0.5864 -3.7856 -0.4346
N -3.6521 -0.0264 -5.7741
N -2.8674 0.3062 -6.6764
N -2.5521 -2.7738 1.4828
N -2.1889 1.4741 1.8631
N -3.0408 2.4818 1.6138
C -2.0639 -0.7101 -3.9075
C 4.3176 0.4255 3.4956
C -1.0377 -1.2904 -4.6854
C 2.2116 -2.3085 2.1195
C -2.1704 2.8554 -0.5973
C 5.0811 -3.3446 2.2045
C -4.3227 0.0278 -3.5251
C -3.4352 2.3272 5.2517
C 6.2566 -3.3737 2.9413
C -3.2432 2.9243 0.2766
C 0.7475 0.7243 -7.2656
C 7.3583 -2.0679 1.2465
C -4.5918 3.9062 -1.4397
C -4.1529 -0.0233 -2.1453
C -2.1933 1.2870 3.1663
C 0.3086 -1.4631 -2.7257
C 0.1749 -4.6477 -1.1786
C -1.5251 0.7035 -6.4577
C -4.4914 -3.7215 2.0444
C -1.8590 -0.7069 -2.5085
C 0.1533 -1.6369 -4.1082
C -2.3035 3.3468 -1.8822
C -4.4707 3.4100 -0.1507
C -3.7231 -2.6069 2.1739
C -1.5634 -4.5009 0.0657
C -3.3029 -0.2334 -4.4262
C -2.6068 -3.9581 0.9203
C -0.3525 -5.9029 -1.1267
C -2.9262 -0.3681 -1.5766
C 5.0439 -2.6628 0.9929
C -1.1717 1.6115 -5.4637
C 7.3892 -2.7242 2.4713
C 1.0755 2.3853 1.0738
C 5.0504 1.6827 3.0401
C 6.1909 -2.0476 0.5021
C -3.5086 3.8944 -2.3041
C -3.5467 2.9692 2.7771
C -3.0511 2.2140 3.8119
C 1.0843 1.6113 -6.2581
C -0.5619 0.2890 -7.3741
C 0.1320 2.0681 -5.3627
C 0.9633 2.9184 3.5211
C 3.5179 -0.1801 2.3548
C -1.2298 0.2818 3.7637
C 3.8099 -2.6366 0.1541
C 0.4266 4.8038 1.1994
H 0.4133 2.7603 -4.5824
H 1.5092 3.7558 -0.2658
H -3.6104 4.2811 -3.3094
H 2.2917 -1.2145 3.7308
H 8.2480 -1.5807 0.8690
H -1.2484 2.3856 -0.2775
H -5.2764 0.3334 -3.9399
H 1.2522 -1.6944 -2.2376
H -0.0511 -6.8339 -1.5725
H 0.9591 -2.0568 -4.6946
H 1.5016 0.3812 -7.9603
H 3.6409 0.6696 4.3210
H -0.1401 5.2442 0.3797
H 1.5679 3.7950 3.3096
H -1.4496 3.3058 -2.5435
H -4.0849 -5.4803 0.9368
H 6.2845 -3.9059 3.8833
H -5.3294 3.3888 0.5029
H 5.0333 -0.3126 3.8656
H 1.0571 5.5768 1.6409
H -0.8491 -0.4084 -8.1512
H -5.5422 4.3032 -1.7718
H 1.4464 2.3528 4.3180
H -1.9314 1.9499 -4.7720
H 4.2010 -3.8642 2.5655
H -2.0552 -6.5660 -0.0594
H -0.0182 3.2301 3.8862
H -3.9237 -1.7069 2.7309
H 5.5890 2.1403 3.8698
H -1.2083 -1.4870 -5.7364
H 1.8195 -2.7824 0.2062
H -0.2861 4.4604 1.9425
H -5.4583 -3.9820 2.4356
H -3.1362 4.2248 5.0962
H 6.1493 -1.5485 -0.4578
H 5.7721 1.4475 2.2557
H 4.3498 2.4208 2.6422
H -4.9705 0.2145 -1.4768
H 1.0567 -4.3216 -1.7074
H 0.5034 1.1194 2.4945
H 4.1946 -0.4991 1.5662
H 8.2998 -2.7362 3.0566
H 2.8453 0.5681 1.9228
*
```

The total energy is -190125.31920 eV. The calculation puts the orbital gap at 0.2645 Ha. The value obtained for the energy relative to the best compared isomer or geometry (same formula, charge and spin) is 50.0 kcal per mole.